1.
Formula: C23H33IrN2O4SSi2
Source: the Open Molecules 2025 dataset
Level of theory: wB97M-V/def2-TZVPD

Geometry (Å):
Ir1 1.1315 -0.0747 0.0172
C1 4.3203 -1.1134 1.6104
Si1 2.6593 -0.2625 1.8971
C2 1.9080 -0.9346 3.4922
C3 3.0014 1.6058 2.1580
C4 3.8543 1.9488 3.2115
C5 4.1477 3.2658 3.5221
C6 3.5804 4.2849 2.7723
C7 2.7334 3.9653 1.7245
C8 2.4300 2.6406 1.3938
Si2 1.2699 2.3689 -0.1015
C9 2.1452 3.1550 -1.5971
C10 -0.3151 3.3484 0.2037
H1 4.9873 -0.9356 2.4583
H2 4.8112 -0.7357 0.7132
H3 4.1984 -2.1917 1.5017
H4 2.5380 -0.6891 4.3512
H5 1.8099 -2.0204 3.4468
H6 0.9174 -0.5122 3.6579
H7 4.3007 1.1643 3.8143
H8 4.8118 3.4976 4.3453
H9 3.7955 5.3205 3.0040
H10 2.2964 4.7762 1.1498
H11 2.4139 4.1848 -1.3459
H12 1.5100 3.2034 -2.4840
H13 3.0705 2.6341 -1.8482
H14 -0.0836 4.3929 0.4285
H15 -0.8615 2.9290 1.0481
H16 -0.9774 3.3314 -0.6640
C11 -0.9156 1.5595 -3.5730
C12 0.3346 1.1693 -4.3532
N1 1.3167 0.4772 -3.5350
C13 1.1756 -0.7615 -3.0476
S1 2.2306 -1.2784 -1.7828
N2 0.2296 -1.5451 -3.5575
C14 -0.1654 -2.8678 -3.0855
C15 -1.6791 -2.9659 -3.0493
H17 -1.6543 2.0074 -4.2376
H18 -0.6672 2.2807 -2.7951
H19 -1.3682 0.6972 -3.0821
H20 0.8311 2.0541 -4.7517
H21 0.0925 0.5543 -5.2256
H22 1.9860 1.0389 -3.0319
H23 -0.3568 -1.1531 -4.2800
H24 0.2653 -3.0037 -2.0976
H25 0.2589 -3.6220 -3.7541
H26 -2.0899 -2.2381 -2.3525
H27 -1.9789 -3.9610 -2.7213
H28 -2.1133 -2.8048 -4.0392
O1 -0.9258 -0.1268 1.5057
C16 -1.3034 -1.0318 0.7439
O2 -0.5923 -1.3760 -0.2710
C17 -2.5821 -1.7562 0.9808
C18 -2.7810 -3.0224 0.4501
C19 -3.9586 -3.7339 0.6898
C20 -4.9071 -3.1102 1.4610
O3 -6.1279 -3.5891 1.8491
C21 -6.7484 -2.5366 2.5863
O4 -5.8053 -1.4806 2.7327
C22 -4.7101 -1.8431 1.9917
C23 -3.5548 -1.1396 1.7828
H29 -1.9964 -3.4625 -0.1481
H30 -4.1175 -4.7276 0.2965
H31 -7.0298 -2.9082 3.5736
H32 -7.6188 -2.1734 2.0299
H33 -3.3778 -0.1669 2.2164

The value obtained for the HOMO energy (spin up / spin down) is -5.708 / -8.217 eV. Its multiplicity is 5. The calculation puts the energy above the lowest of the compared OMol25 structures with the same formula, charge and spin at 0.0 kJ/mol. Its expectation value of S² is 6.009.


2.
Formula: C4H7N2
Source: the Open Molecules 2025 dataset
Level of theory: wB97M-V/def2-TZVPD

Geometry (Å):
C1 2.3552 -0.0746 -0.5856
C2 2.1904 0.1038 0.5710
C3 -1.2394 1.9536 0.0074
C4 -0.9523 -1.5590 0.0496
N1 -0.3907 -0.2740 -0.1346
N2 -0.7916 0.8175 -0.0751
H1 2.5100 -0.1649 -1.5725
H2 2.3114 0.1195 1.6182
H3 -1.7547 2.4331 -0.8578
H4 -1.0497 2.6069 0.9345
H5 -0.1766 -2.1875 0.3396
H6 -1.7998 -1.7129 0.7381
H7 -1.2123 -2.0617 -1.0327

The value obtained for the HOMO energy is -14.065 eV. The net charge is +1. The calculation puts the energy above the lowest of the compared OMol25 structures with the same formula, charge and spin at 689.5 kJ/mol.


3.
Formula: C3H5NO2
Source: the Open Molecules 2025 dataset
Level of theory: wB97M-V/def2-TZVPD

Geometry (Å):
C1 1.4079 -0.4827 0.0112
C2 -0.5790 -0.8027 0.9216
O1 -0.9835 -1.3333 1.8497
N1 -1.8278 0.4157 -0.3869
C3 -0.8057 1.2364 -0.4688
O2 0.3182 0.9364 -0.9867
H1 1.2978 -1.2814 -0.7127
H2 1.6249 -0.8275 1.0202
H3 2.0797 0.3084 -0.2923
H4 -1.6301 -0.3574 -1.0289
H5 -0.9024 2.1881 0.0737

The value obtained for the HOMO energy (spin up / spin down) is -9.754 / -9.755 eV. The calculation puts the energy above the lowest of the compared OMol25 structures with the same formula, charge and spin at 505.4 kJ/mol.


4.
Formula: C25H47NO15
Source: the Open Molecules 2025 dataset
Level of theory: wB97M-V/def2-TZVPD

Geometry (Å):
C1 -2.4316 2.7386 -1.5242
N1 -1.5328 2.6711 -0.3715
C2 -0.1436 2.3527 -0.6625
C3 0.5208 1.3039 0.2670
O1 1.0723 0.2532 -0.5631
C4 0.2240 -0.8049 -0.5636
O2 0.4994 -1.8363 -1.0980
C5 -1.0128 -0.4793 0.2624
C6 -0.4466 0.5647 1.2157
C7 0.3078 -0.0847 2.3695
C8 -0.5761 -0.5511 3.5043
C9 -2.1387 -0.5709 3.2993
O3 -1.2703 0.3445 4.2445
H1 -1.8914 2.8700 -2.4681
H2 -3.0337 1.8280 -1.6086
H3 -3.1189 3.5783 -1.4173
H4 -1.5986 3.5262 0.1582
H5 0.4759 3.2574 -0.6293
H6 -0.0550 1.9745 -1.6845
H7 1.3332 1.7591 0.8328
H8 -1.2590 -1.4149 0.7636
H9 -1.8474 -0.1140 -0.3354
H10 -1.1291 1.3289 1.5846
H11 0.9627 0.6606 2.8395
H12 0.8972 -0.9445 2.0389
H13 -0.1857 -1.3945 4.0782
H14 -3.1331 -0.3220 3.6573
H15 -2.1752 -1.5614 3.8224
C10 5.7588 -3.3470 6.4487
C11 4.9206 -3.2407 5.1959
O4 3.5870 -2.7696 5.4738
C12 3.4800 -1.4721 5.7389
O5 4.3725 -0.6627 5.7416
O6 2.1949 -1.2047 5.9906
C13 1.9281 0.1573 6.3360
H16 5.2636 -3.9756 7.1896
H17 6.7302 -3.7818 6.2124
H18 5.9217 -2.3653 6.8905
H19 4.7695 -4.2192 4.7451
H20 5.3849 -2.5922 4.4531
H21 2.3080 0.8307 5.5697
H22 2.3739 0.4163 7.2949
H23 0.8465 0.2425 6.3955
C14 -1.3371 2.0337 -9.0661
C15 -2.5214 1.3289 -8.4434
O7 -2.1204 0.3008 -7.5196
C16 -1.6877 0.7310 -6.3373
O8 -1.6453 1.8788 -5.9684
O9 -1.3223 -0.3277 -5.6152
C17 -0.7798 -0.0039 -4.3318
H24 -0.6764 1.3115 -9.5470
H25 -1.6863 2.7437 -9.8162
H26 -0.7645 2.5750 -8.3147
H27 -3.0950 0.8047 -9.2048
H28 -3.1864 2.0300 -7.9399
H29 -1.4701 0.6240 -3.7702
H30 0.1753 0.5071 -4.4447
H31 -0.6293 -0.9477 -3.8159
C18 -4.8985 4.4115 -14.1926
C19 -5.5523 3.1647 -13.6407
O10 -5.2833 2.9847 -12.2378
C20 -5.9761 3.7731 -11.4179
O11 -6.8124 4.5777 -11.7387
O12 -5.5923 3.5090 -10.1678
C21 -6.2087 4.3312 -9.1708
H32 -3.8254 4.3949 -13.9995
H33 -5.0580 4.4654 -15.2697
H34 -5.3175 5.3068 -13.7366
H35 -5.1398 2.2730 -14.1084
H36 -6.6298 3.1694 -13.8027
H37 -7.2925 4.2866 -9.2503
H38 -5.8746 5.3625 -9.2706
H39 -5.8848 3.9262 -8.2169
C22 3.5885 -6.1879 12.7796
C23 4.8108 -6.3513 11.9043
O13 4.8222 -5.4203 10.8064
C24 5.1520 -4.1693 11.1222
O14 5.4692 -3.7684 12.2126
O15 5.0848 -3.4310 10.0132
C25 5.3569 -2.0391 10.2089
H40 2.6799 -6.2756 12.1829
H41 3.5781 -6.9625 13.5467
H42 3.5868 -5.2162 13.2703
H43 4.8150 -7.3286 11.4260
H44 5.7324 -6.2453 12.4759
H45 6.3177 -1.8989 10.6991
H46 4.5698 -1.5798 10.8047
H47 5.3745 -1.6014 9.2152

The value obtained for the HOMO energy is -9.107 eV. As for the SMILES: CNC[C@@H]1OC(=O)C[C@H]1C[C@@H]1CO1.CCOC(=O)OC.CCOC(=O)OC.CCOC(=O)OC.CCOC(=O)OC.


5.
Formula: C26H43N3O3PTl
Source: the Open Molecules 2025 dataset
Level of theory: wB97M-V/def2-TZVPD

Geometry (Å):
C1 1.6152 1.2918 0.2809
N1 1.4340 0.3549 1.2183
C2 1.7954 0.6077 2.4663
C3 2.4902 1.7724 2.8300
C4 2.6803 2.7600 1.8608
C5 2.2323 2.5221 0.5595
Tl1 -2.2002 -1.6284 1.8499
C6 -0.8871 -3.4344 -0.4440
O1 -0.3882 -4.4549 -0.6199
C7 1.4406 -0.4601 3.4844
N2 0.0008 -0.7256 3.6297
C8 -0.8085 0.3737 4.1902
C9 -1.0924 1.5419 3.2590
C10 0.9190 1.0086 -1.0251
P1 1.5075 0.1108 -2.5031
C11 3.1434 0.2098 -3.3295
C12 3.0328 1.0751 -4.5975
C13 0.0288 -0.0254 -3.5987
C14 0.2717 -1.1468 -4.6216
C15 -1.1963 -0.4021 -2.7340
C16 -0.2495 1.3047 -4.3089
C17 4.1282 0.8882 -2.3682
C18 3.6638 -1.1791 -3.7497
C19 -0.2207 -2.0138 4.3491
C20 0.3826 -2.1137 5.7344
H1 2.8363 1.8581 3.8597
H2 3.1438 3.7069 2.1234
H3 2.3114 3.2480 -0.2509
H4 0.2100 1.8114 -1.2644
H5 -2.0783 -0.4171 -3.3895
H6 -1.1022 -1.3968 -2.2806
H7 -1.3878 0.3272 -1.9345
H8 -1.1987 1.2100 -4.8542
H9 -0.3501 2.1414 -3.6052
H10 0.5181 1.5663 -5.0451
H11 -0.7040 -1.3920 -5.0698
H12 0.9424 -0.8462 -5.4412
H13 0.6618 -2.0603 -4.1430
H14 4.0415 1.2060 -5.0154
H15 2.4288 0.5981 -5.3791
H16 2.6323 2.0768 -4.3948
H17 3.7270 1.8370 -1.9834
H18 4.3735 0.2328 -1.5227
H19 5.0639 1.1093 -2.9063
H20 2.9230 -1.7337 -4.3400
H21 4.5525 -1.0296 -4.3813
H22 3.9655 -1.7922 -2.8930
H23 1.9081 -1.4079 3.1608
H24 1.8943 -0.1863 4.4566
H25 -1.7660 -0.0814 4.4903
H26 -0.3404 0.7457 5.1208
H27 0.2036 -2.7996 3.7059
H28 -1.3077 -2.1737 4.3963
H29 0.0817 -1.2763 6.3720
H30 0.0389 -3.0371 6.2064
H31 1.4745 -2.1533 5.6815
H32 -1.9162 2.1304 3.6846
H33 -0.2191 2.1976 3.1724
H34 -1.3955 1.2229 2.2532
C21 2.0771 -1.9253 -0.6340
H35 3.0681 -1.4472 -0.4918
H36 2.2151 -2.9767 -0.9248
H37 1.4798 -1.8697 0.2937
O2 1.3218 -1.3275 -1.7223
H38 0.4214 -0.0499 -0.8093
O3 -3.2531 0.2687 0.7067
N3 -4.5794 0.3749 0.9312
C22 -5.3625 -0.7379 0.8824
C23 -6.7126 -0.6372 1.1777
C24 -7.2712 0.6187 1.4245
C25 -6.4510 1.7480 1.4015
C26 -5.0913 1.6131 1.1693
H39 -4.8714 -1.6828 0.6374
H40 -7.3079 -1.5491 1.1960
H41 -8.3380 0.7152 1.6204
H42 -6.8499 2.7445 1.5684
H43 -4.3856 2.4404 1.1716

The value obtained for the HOMO energy is -13.751 eV. The net charge is +2. The calculation puts the energy above the lowest of the compared OMol25 structures with the same formula, charge and spin at 0.0 kJ/mol.